(P)
12
Properties=species:S:1:pos:R:3:mulliken_charge:R:1 method="wB97M-V/def2-TZVPD" total_charge=+1 gap_ev=8.48 homo_energy_ha=-0.467
N 0.01429 1.21860 2.31410 -0.440
H 0.74017 1.25113 3.02659 0.401
H 0.22855 0.64718 1.48938 0.281
H -0.78237 0.73142 2.73347 0.402
H -0.34712 2.15844 2.15421 0.397
C -0.27745 -1.13803 -2.44946 -0.793
C 0.14165 -0.29215 -1.52170 0.282
O 0.40609 -0.62128 -0.22314 -0.556
H -0.56976 -0.90063 -3.46096 0.257
H -0.48587 -2.17842 -2.20559 0.204
H 0.49378 0.68855 -1.81945 0.286
H 0.43806 -1.56481 -0.03745 0.278

=====

(Q)
12
Properties=species:S:1:pos:R:3:mulliken_charge:R:1 method="wB97M-V/def2-TZVPD" total_charge=+1 gap_ev=9.28 homo_energy_ha=-0.540
O 0.16937 -2.31970 -2.92251 -0.646
H -1.00005 -0.14897 0.25048 0.354
H 1.04667 -2.26058 -3.31771 0.327
H -0.08402 -3.23917 -3.07386 0.327
C -0.69880 1.09563 1.95124 -0.704
C 0.77352 0.75540 0.07576 -0.028
N -0.32791 0.55110 0.66985 -0.049
H -1.77336 1.36881 1.87990 0.305
H -0.10637 1.98987 2.15769 0.295
H -0.58941 0.47730 2.84483 0.308
H 1.10988 0.15305 -0.78713 0.260
H 1.48049 1.57727 0.27144 0.251

=====

(R)
12
Properties=species:S:1:pos:R:3:mulliken_charge:R:1 method="wB97M-V/def2-TZVPD" total_charge=+1 gap_ev=11.70 homo_energy_ha=-0.563
N -1.96543 0.89816 0.26410 -0.523
H -1.90410 1.41304 1.14446 0.384
H -2.52694 1.44787 -0.37635 0.369
H -2.52532 0.06270 0.44741 0.378
H -0.93447 0.70999 -0.03181 0.315
O 0.48023 0.78755 -0.25703 -0.565
C 1.21912 -0.16876 -0.05726 0.337
C 0.85068 -1.58794 -0.07876 -1.011
H 2.24640 0.07873 0.23447 0.378
H 1.46423 -2.24977 -0.66976 0.334
H 0.99923 -1.84209 0.98670 0.308
H -0.18559 -1.82482 -0.30709 0.295

=====

The least stable of them is (Q).

=====

(P)
6
Properties=species:S:1:pos:R:3:mulliken_charge:R:1 method="wB97M-V/def2-TZVPD" smiles="O=CI.II" gap_ev=7.65 homo_energy_ha=-0.338
C -1.25797 -0.09690 -0.32849 -0.034
O -0.59934 0.83520 -0.22444 -0.219
I -1.00223 -1.94035 1.01721 -0.066
I 2.10288 1.52521 1.27177 -0.015
I 2.92598 -0.06141 -0.69277 -0.016
H -2.16933 -0.26176 -1.04329 0.350

=====

(Q)
6
Properties=species:S:1:pos:R:3:mulliken_charge:R:1 method="wB97M-V/def2-TZVPD" gap_ev=8.60 homo_energy_ha=-0.343
C 0.35304 0.01093 0.16768 -0.516
O -0.36463 -0.51008 -1.11424 -0.415
I -0.88904 0.12033 1.90904 0.140
I 1.98994 -1.24604 0.43715 0.124
I -1.83371 0.64498 -1.59539 0.245
H 0.74439 0.97988 0.19576 0.423

=====

The least stable of them is (Q).

=====

(P)
18
Properties=species:S:1:pos:R:3:mulliken_charge:R:1 method="wB97M-V/def2-TZVPD" smiles="CC=[S@](N)(=O)O.O=CO" gap_ev=8.57 homo_energy_ha=-0.302
C -1.90002 0.91382 0.47412 -1.030
C -0.49086 1.05832 -0.05981 -0.320
C 1.95660 -0.72391 2.13183 0.234
N -0.38108 -0.48302 -2.68065 -0.678
O 1.68725 0.12914 -1.30876 -0.473
O -0.09057 -1.48578 -0.48417 -0.722
O 2.47005 -0.05282 1.33396 -0.533
O 0.83057 -1.40958 2.05281 -0.409
S 0.13679 -0.19598 -1.03476 0.832
H -2.56497 0.36569 -0.21226 0.247
H -1.93997 0.40687 1.45645 0.234
H -2.37127 1.91554 0.55828 0.307
H -0.14828 1.98407 -0.52866 0.421
H 2.34005 -0.98791 3.13043 0.339
H -1.28172 -0.92581 -2.47881 0.321
H -0.63656 0.47668 -3.10094 0.333
H 2.08078 0.32947 -0.42274 0.524
H 0.30321 -1.31479 1.17368 0.374

=====

(Q)
18
Properties=species:S:1:pos:R:3:mulliken_charge:R:1 method="wB97M-V/def2-TZVPD" gap_ev=10.66 homo_energy_ha=-0.372
C 1.02130 2.10917 0.99038 -1.197
C 0.09709 1.13246 0.24389 -0.121
C -0.39362 -1.19997 0.61095 -0.038
N 0.73026 -1.85309 -0.81625 -0.754
O -3.07464 -0.98280 0.42092 -0.601
O -1.62902 0.02428 -1.39435 -0.549
O -1.95090 -2.50600 -1.15805 -0.428
O 0.01240 -0.02863 1.11628 -0.329
S -1.92237 -1.07307 -0.48295 1.083
H 1.91131 1.54115 1.33595 0.307
H 1.47670 2.91746 0.26389 0.323
H 0.42454 2.71717 1.68100 0.315
H 0.55824 0.70248 -0.72064 0.219
H -0.91724 1.56608 0.22095 0.305
H -0.36836 -2.09884 1.21960 0.495
H 1.43080 -2.38498 -0.32461 0.225
H 1.12247 -0.95628 -1.30004 0.274
H -1.06949 -2.47749 -1.60582 0.469

=====

The least stable of them is (Q).

=====

(P)
28
Properties=species:S:1:pos:R:3:mulliken_charge:R:1 method="wB97M-V/def2-TZVPD" gap_ev=6.77 homo_energy_ha=-0.281
C 0.08523 -1.05391 1.12519 1.194
C 0.44682 1.49804 0.25973 1.159
C 1.56029 -1.37736 1.43619 -1.722
C -0.60874 -2.35288 1.19212 -1.501
C -0.19878 2.81910 -0.35693 -2.038
C 1.91066 1.82955 0.20652 -1.475
Si -0.29435 -0.17750 -0.56475 -0.197
Si -0.31569 0.73048 2.01689 -0.347
Si -0.11222 -1.01300 -2.67377 0.605
Si -2.48662 0.11690 -0.09265 0.602
H 2.16333 -0.56990 1.31537 0.547
H 1.95881 -2.22965 0.77763 0.308
H 1.82837 -1.84995 2.43161 0.322
H -1.68772 -2.30675 1.57815 0.289
H 0.01633 -3.06499 1.81795 0.358
H -0.63309 -2.81893 0.27655 0.417
H 0.07524 3.73832 0.12679 0.412
H -1.19319 2.79814 -0.52844 0.518
H 0.27433 2.92065 -1.26452 0.537
H 2.67808 1.00851 -0.13996 0.268
H 2.32318 2.26940 1.08492 0.353
H 2.02585 2.62102 -0.57121 0.425
H 0.89518 -0.60116 -3.63159 -0.178
H -1.43577 -0.86144 -3.19825 -0.189
H -0.25712 -2.54923 -2.67870 -0.132
H -2.62165 1.49274 0.55466 -0.131
H -3.23777 -0.89425 0.80315 -0.185
H -3.15899 -0.12196 -1.30265 -0.221

=====

(Q)
28
Properties=species:S:1:pos:R:3:mulliken_charge:R:1 method="wB97M-V/def2-TZVPD" gap_ev="6.15 / 6.15" homo_energy_ha="-0.274 / -0.274"
C -1.09916 -0.44173 0.92332 0.864
C 1.34101 -1.56845 -0.67190 0.748
C -2.10963 -0.62447 -0.22774 -1.144
C -1.53482 0.11643 2.30236 -1.390
C 2.56830 -2.12839 -0.81221 -0.807
C 0.59735 -1.25032 -1.96385 -1.129
Si 0.42075 -1.32155 0.89354 -0.134
Si -2.17919 4.17181 -1.58332 0.048
Si 1.72549 -1.62943 2.84699 0.373
Si -0.13889 3.51580 -2.08733 0.312
H -3.10827 -0.82728 0.11627 0.367
H -1.79367 -1.48681 -0.87710 0.257
H -2.05125 0.28704 -0.91761 0.179
H -2.27035 0.88271 2.17911 0.383
H -0.63782 0.55485 2.78615 0.315
H -1.86856 -0.62232 3.07639 0.281
H 3.10980 -1.96940 -1.68140 0.311
H -2.30232 5.04608 -0.40043 -0.064
H 3.16196 -2.58743 0.05985 0.149
H -0.07727 -0.30090 -1.90308 0.086
H -0.02229 -2.16790 -2.21172 0.268
H 1.31887 -1.12470 -2.79048 0.397
H 2.04177 -2.99032 3.20873 -0.104
H 1.01821 -0.68544 3.84028 -0.155
H 3.02129 -0.87123 2.70696 -0.098
H -0.04129 3.72940 -3.54979 -0.090
H -0.19118 2.18712 -1.65277 -0.089
H 1.10116 4.10684 -1.60920 -0.134

=====

The least stable of them is (Q).

=====

(P)
10
Properties=species:S:1:pos:R:3:mulliken_charge:R:1 method="wB97M-V/def2-TZVPD" gap_ev="9.34 / 7.21" homo_energy_ha="-0.354 / -0.284"
C 0.69531 0.22136 -1.43635 -0.638
N -0.18333 -0.46799 -0.53302 -0.420
O -0.89285 -0.55883 2.58643 -0.439
P -1.21504 0.76091 1.73266 0.215
H 1.34408 0.72881 -0.69881 0.255
H 1.35241 -0.48356 -1.92611 0.276
H 0.32848 0.89055 -2.35364 0.228
H -1.04903 -0.85659 -0.99589 0.179
H -0.45131 -1.23458 2.09333 0.346
H 0.07128 0.99991 1.53139 -0.002

=====

(Q)
10
Properties=species:S:1:pos:R:3:mulliken_charge:R:1 method="wB97M-V/def2-TZVPD" gap_ev="8.71 / 8.70" homo_energy_ha="-0.336 / -0.334"
C 0.94489 -0.46575 -0.22391 -0.615
N -0.56559 -0.60505 -0.28427 -0.281
O -3.80607 -0.44126 -0.20825 -0.522
P -1.71904 0.52702 0.19829 0.213
H 1.16206 -0.81220 -1.37546 0.227
H 1.27270 0.59488 0.01913 0.288
H 1.42999 -1.17910 0.41318 0.248
H -0.84154 -1.56918 -0.24499 0.253
H -1.75232 0.97103 1.52473 0.094
H -1.29291 1.65935 -0.56874 0.097

=====

The least stable of them is (Q).

=====

(P)
7
Properties=species:S:1:pos:R:3:mulliken_charge:R:1 method="wB97M-V/def2-TZVPD" gap_ev="9.67 / 7.18" homo_energy_ha="-0.373 / -0.317"
C -0.50484 -1.08853 0.92296 -0.214
N 1.17659 1.58591 -1.40619 0.748
O 0.94333 2.70915 -1.13129 -0.385
O 1.11675 0.56751 -0.84598 -0.367
F 0.18261 -2.09355 0.37721 -0.163
I -2.22519 -0.40450 0.01662 0.092
H -0.68925 -1.27599 2.06667 0.289

=====

(Q)
7
Properties=species:S:1:pos:R:3:mulliken_charge:R:1 method="wB97M-V/def2-TZVPD" gap_ev="10.26 / 6.33" homo_energy_ha="-0.375 / -0.298"
C -0.32350 -0.69565 0.13888 -0.309
N 0.34744 0.27913 -3.58902 0.736
O -0.61595 0.46674 -4.25749 -0.385
O 0.51867 -0.00929 -2.43476 -0.367
F 0.45261 -1.75034 0.29075 -0.189
I -2.32490 -1.01024 -0.19635 0.105
H 0.01863 0.20751 0.60907 0.409

=====

The least stable of them is (P).